(1)
{"formula": "C7H10NPS", "method": "ωB97M-V/def2-TZVPD", "symbols": ["C", "C", "C", "C", "C", "C", "C", "N", "P", "S", "H", "H", "H", "H", "H", "H", "H", "H", "H", "H"], "coordinates": [[-0.7466, 1.1750, -1.6853], [-0.0146, 0.0575, -1.2765], [-1.5782, 1.8481, -0.8174], [-1.3000, 0.3029, 0.7805], [-0.2908, -0.3382, 0.0739], [1.7799, 1.9818, 0.5787], [-0.1998, -3.1067, 0.9038], [-1.8765, 1.4199, 0.3778], [0.8703, -1.5275, 0.9639], [2.3856, -2.0167, -0.2185], [-0.7430, 1.5213, -2.6790], [0.8024, -0.1795, -1.8125], [-1.7809, 2.8897, -1.0038], [-1.6346, -0.0906, 1.7838], [2.3683, 2.3662, 1.3054], [2.3290, 1.9718, -0.4224], [0.7283, 1.9439, 0.5191], [-1.1746, -2.8474, 0.6894], [0.3293, -3.6983, 0.1729], [-0.2534, -3.6731, 1.7660]], "lumo_energy_ha": [-0.080, -0.001], "homo_ev": [-8.73, -8.61], "gap_ev": [6.5, 8.6], "total_charge": 0, "de_lowest_ev": 1.9845}

(2)
{"formula": "C28H47F6NO8", "method": "ωB97M-V/def2-TZVPD", "symbols": ["N", "C", "C", "C", "C", "H", "H", "H", "H", "H", "C", "C", "O", "C", "O", "C", "F", "F", "F", "H", "H", "H", "H", "H", "C", "C", "O", "C", "O", "C", "F", "F", "F", "H", "H", "H", "H", "H", "C", "C", "C", "O", "C", "H", "H", "H", "H", "H", "H", "H", "H", "C", "C", "C", "O", "C", "H", "H", "H", "H", "H", "H", "H", "H", "C", "C", "C", "O", "C", "H", "H", "H", "H", "H", "H", "H", "H", "C", "C", "C", "O", "C", "H", "H", "H", "H", "H", "H", "H", "H"], "coordinates": [[3.5675, 1.8986, 1.0663], [4.5929, 2.7778, 1.4828], [4.4760, 3.8176, 0.6139], [3.4559, 3.6362, -0.3262], [2.8826, 2.4102, -0.0020], [3.2852, 1.0408, 1.5387], [5.2307, 2.5640, 2.3224], [5.0341, 4.7262, 0.6827], [3.1528, 4.3311, -1.1283], [2.0850, 1.8722, -0.5035], [-1.1072, -3.5098, -3.8988], [-1.8314, -3.1614, -2.6146], [-1.3872, -4.1133, -1.6624], [-1.2962, -3.6491, -0.4506], [-1.5651, -2.5556, -0.0519], [-0.8027, -4.7260, 0.5618], [0.0596, -5.6420, -0.0393], [-0.1505, -4.1321, 1.5465], [-1.7905, -5.4144, 1.0905], [-1.5505, -3.0696, -4.7797], [-1.1391, -4.6054, -3.9589], [-0.0226, -3.2928, -3.9529], [-2.9524, -3.3688, -2.7493], [-1.6730, -2.0488, -2.3927], [1.2152, 3.3763, -3.3234], [2.2504, 2.4751, -4.0432], [2.6926, 1.3205, -3.3487], [1.8107, 0.3029, -3.3354], [0.7272, 0.3037, -3.8374], [2.3465, -0.9626, -2.6044], [2.9937, -0.7901, -1.4674], [1.3498, -1.8256, -2.3894], [3.2232, -1.5823, -3.3957], [0.1584, 2.9835, -3.4000], [1.2982, 4.4023, -3.6600], [1.4255, 3.3810, -2.2336], [3.1481, 3.0747, -4.2579], [1.8013, 2.1690, -4.9955], [3.0645, -1.1659, 4.4127], [2.4341, -2.0316, 3.2707], [3.5650, -2.1548, 2.2801], [4.2072, -0.8296, 2.3461], [4.2262, -0.5078, 3.7473], [3.4142, -1.7375, 5.3051], [2.3135, -0.4353, 4.8237], [1.7358, -1.3958, 2.8434], [2.0776, -3.0235, 3.4712], [3.4695, -2.3264, 1.1921], [4.2919, -2.9431, 2.5870], [4.1838, 0.6310, 3.7861], [5.2033, -0.7888, 4.1005], [-7.4621, -2.8045, -3.2319], [-6.1553, -2.7193, -2.4221], [-6.4303, -1.9881, -1.1159], [-7.7955, -2.2448, -0.8895], [-8.4658, -2.2063, -2.1949], [-7.6976, -3.7957, -3.6234], [-7.4779, -2.1947, -4.1198], [-5.4003, -2.2527, -3.0780], [-5.8308, -3.7848, -2.3011], [-6.2427, -0.9095, -1.3360], [-5.8310, -2.2964, -0.2576], [-8.7103, -1.2254, -2.4779], [-9.2795, -2.8082, -2.0670], [-1.2797, 1.0787, 1.0729], [-2.0904, 0.8385, -0.1327], [-1.0946, 1.1994, -1.2138], [0.1736, 0.7428, -0.7364], [0.1834, 0.6470, 0.6552], [-1.5701, 0.5678, 2.0227], [-1.2741, 2.1250, 1.2295], [-2.9932, 1.3663, -0.0738], [-2.3061, -0.2147, -0.3060], [-1.1020, 2.2691, -1.5002], [-1.3772, 0.6652, -2.1277], [0.9534, 1.3046, 1.1192], [0.3090, -0.4228, 0.8813], [1.6299, 3.9624, 3.0186], [0.2534, 3.7873, 3.4035], [0.2677, 2.4624, 4.0925], [1.4847, 2.4054, 4.8489], [2.3859, 3.2830, 4.2161], [2.0165, 5.0761, 2.8750], [1.8191, 3.3354, 2.1231], [-0.4764, 3.8863, 2.5681], [-0.0664, 4.5439, 4.1308], [0.3305, 1.5629, 3.3939], [-0.5983, 2.3340, 4.6844], [3.1797, 2.6810, 3.7291], [2.8398, 4.0384, 4.8720]], "lumo_energy_ha": 0.021, "homo_ev": -8.06, "gap_ev": 8.6, "total_charge": 0, "smiles": "CCOC(=O)C(F)(F)F.CCOC(=O)C(F)(F)F.c1cc[nH]c1.C1CCOC1.C1CCOC1.C1CCOC1.C1CCOC1"}

(3)
{"formula": "C2H11N2O2", "method": "ωB97M-V/def2-TZVPD", "symbols": ["C", "N", "C", "N", "H", "H", "H", "H", "H", "H", "H", "H", "H", "O", "H", "H", "O"], "coordinates": [[0.1474, 1.1644, 0.9927], [-0.2725, -0.9843, -1.8327], [0.0558, 0.0698, -1.1825], [0.3612, 0.0478, 0.1604], [-0.8586, 1.1297, 1.4694], [0.9071, 1.1749, 1.7638], [0.0978, 2.0958, 0.4129], [-0.0421, -1.9206, -1.4961], [-0.1714, -0.9634, -2.8503], [0.0524, 1.0165, -1.7119], [1.1862, -0.5458, 0.5522], [-3.1336, 1.3092, -0.9786], [-2.8204, 0.3355, 0.1369], [-2.4161, 1.0536, -0.3767], [2.0084, -2.3987, 1.5219], [2.8469, -1.1495, 1.9439], [2.0516, -1.4348, 1.4748]], "lumo_energy_ha": [-0.357, -0.498], "homo_ev": [-19.92, -19.79], "gap_ev": [10.2, 6.2], "total_charge": 2, "de_lowest_ev": 1.7025, "multiplicity": 2}

| no. | energy (hartree) |
| --- | --- |
| 1 | -1066.88161 |
| 2 | -2350.85819 |
| 3 | -342.03920 |